(1)
{
  "formula": "CH8O4",
  "method": "wB97M-V/def2-TZVPD",
  "gap_ev": [2.04, 7.16],
  "total_energy_ha": -343.77225,
  "total_charge": -1,
  "multiplicity": 2,
  "de_lowest_ev": 1.283,
  "max_force_ev_per_a": 2.688,
  "elements": ["O", "C", "H", "H", "H", "H", "O", "H", "H", "O", "H", "H", "O"],
  "xyz": [[-2.615824, -1.356443, -1.621810], [-1.723515, -1.987974, -1.040606], [-0.693191, -1.767413, -1.267672], [-2.010071, -2.995026, -0.554382], [5.762241, -2.579471, 0.520541], [6.764504, -2.415088, -0.603551], [6.654791, -2.862043, 0.250679], [-0.459394, 0.804014, -0.048470], [-1.068299, -0.081088, 1.010205], [-0.277722, 0.023732, 0.527943], [-4.006004, 5.395634, 1.299459], [-3.243864, 4.553230, 0.429107], [-3.083653, 5.267936, 1.098557]],
  "forces_ev_per_angstrom": [[-0.60, 0.47, -0.28], [-1.10, -1.50, 0.11], [0.72, -0.16, 0.32], [0.73, 1.07, -0.26], [0.47, -0.24, -0.02], [0.06, -0.23, 0.32], [-0.56, 0.47, -0.29], [0.09, -0.71, 0.48], [-1.81, -0.44, 0.93], [1.96, 1.29, -1.31], [-0.60, 0.62, 0.70], [1.01, 0.57, 0.61], [-0.38, -1.22, -1.30]],
  "lowdin_charge": [-0.2509, -0.3869, -0.0024, 0.0259, 0.0423, 0.0327, -0.0878, 0.0049, -0.0635, -0.1868, -0.0032, 0.0345, -0.1587]
}


(2)
{
  "formula": "CH9N3",
  "method": "wB97M-V/def2-TZVPD",
  "gap_ev": 10.35,
  "smiles": "NCN.N",
  "total_energy_ha": -207.73175,
  "total_charge": 0,
  "de_lowest_ev": 0.582,
  "max_force_ev_per_a": 2.249,
  "elements": ["N", "C", "N", "H", "H", "H", "H", "H", "H", "N", "H", "H", "H"],
  "xyz": [[-0.741595, 0.782849, 1.682532], [-0.800334, 0.505684, 0.204355], [-2.035994, 0.855392, -0.401073], [-0.313038, -0.045512, 2.082049], [-1.768477, 0.808148, 1.816479], [-0.588221, -0.584616, 0.064354], [-0.114209, 1.157620, -0.287690], [-2.162901, 1.843617, -0.307649], [-2.759834, 0.293200, 0.039297], [2.697339, -1.523547, -0.964546], [2.096750, -0.762711, -1.255306], [3.699614, -1.181789, -0.885866], [2.790900, -2.148334, -1.786935]],
  "forces_ev_per_angstrom": [[-1.15, 0.01, -1.43], [0.85, -0.70, 0.53], [-0.41, -1.06, 0.02], [-0.44, 0.15, 0.55], [0.97, -0.27, 1.22], [0.01, 0.95, -0.40], [1.21, -0.05, -0.34], [-0.62, 0.39, 0.11], [-0.41, 0.58, -0.28], [2.06, -0.52, -0.73], [0.20, 0.22, -0.03], [-1.82, -0.09, 0.11], [-0.47, 0.39, 0.66]],
  "lowdin_charge": [-0.0176, -0.4010, -0.0147, 0.0467, 0.0526, 0.1150, 0.0834, 0.0648, 0.0690, -0.0231, -0.0163, 0.0317, 0.0096]
}


(3)
{
  "formula": "C18H18N3O3S2SbSn",
  "method": "wB97M-V/def2-TZVPD",
  "gap_ev": 7.44,
  "total_energy_ha": -2337.00461,
  "total_charge": 2,
  "max_force_ev_per_a": 2.576,
  "elements": ["Sn", "C", "C", "C", "C", "C", "C", "N", "Sb", "C", "C", "C", "C", "C", "C", "N", "C", "C", "C", "C", "C", "C", "N", "H", "H", "H", "H", "H", "H", "H", "H", "H", "H", "H", "H", "H", "H", "H", "H", "H", "H", "O", "S", "O", "O", "S"],
  "xyz": [[-0.412401, 0.989067, -0.277915], [0.758134, 1.149128, -3.445608], [1.752505, 0.348730, -2.669953], [3.019259, 0.055865, -3.165370], [3.895393, -0.697243, -2.402302], [3.447215, -1.223651, -1.197654], [2.172184, -0.909582, -0.763893], [1.369080, -0.109836, -1.466657], [1.356327, -2.075687, 0.909565], [-0.625553, -2.266510, -0.009065], [-1.089005, -3.563583, -0.137284], [-2.347563, -3.784288, -0.673405], [-3.095111, -2.689493, -1.067213], [-2.565544, -1.414454, -0.936844], [-3.329235, -0.223379, -1.404310], [-1.346910, -1.216764, -0.409342], [0.737478, -0.525461, 2.340913], [1.192181, -0.677906, 3.637827], [0.698795, 0.159002, 4.631588], [-0.292421, 1.064786, 4.306686], [-0.746235, 1.140284, 2.993426], [-1.892172, 2.018718, 2.624765], [-0.190466, 0.384390, 2.029321], [0.757600, 0.842965, -4.491937], [-0.256171, 1.018640, -3.026518], [1.006025, 2.211831, -3.421974], [3.309349, 0.414093, -4.140918], [4.893368, -0.906025, -2.755706], [4.077686, -1.872612, -0.608956], [-0.471598, -4.391835, 0.174431], [-2.730742, -4.785799, -0.787218], [-4.079615, -2.818935, -1.485903], [-4.276104, -0.530210, -1.839041], [-3.535724, 0.458987, -0.576262], [-2.765193, 0.313396, -2.172883], [1.924533, -1.436115, 3.874334], [1.057947, 0.079178, 5.644732], [-0.724050, 1.710556, 5.054815], [-2.685021, 1.918223, 3.364555], [-1.576857, 3.063556, 2.603997], [-2.278598, 1.737501, 1.629216], [0.040667, 3.574773, -1.215462], [0.867605, 3.567740, -0.060184], [1.955723, 2.400888, -0.157871], [0.219107, 3.526298, 1.199518], [2.804130, 3.970772, -0.252039]],
  "forces_ev_per_angstrom": [[-1.00, -2.37, 0.08], [-0.22, 0.15, 0.08], [-0.04, -0.02, -0.01], [0.03, -0.03, 0.17], [-0.26, 0.07, -0.09], [-0.06, 0.06, 0.11], [0.07, -0.57, 0.76], [-0.49, 0.34, 0.09], [-0.08, 0.29, -0.03], [0.83, -0.27, 0.40], [0.05, 0.05, 0.02], [-0.05, 0.22, -0.06], [0.16, -0.19, 0.07], [-0.17, -0.03, -0.12], [0.02, 0.17, -0.02], [0.03, 0.56, -0.05], [0.55, -0.71, -0.21], [0.09, -0.03, -0.12], [-0.17, 0.11, -0.14], [0.15, -0.15, -0.15], [0.00, 0.00, 0.04], [0.00, 0.14, -0.32], [-0.16, 0.25, -0.49], [-0.11, -0.02, 0.05], [0.37, 0.06, -0.37], [-0.05, 0.02, 0.01], [-0.01, 0.08, -0.08], [0.08, -0.04, -0.06], [0.06, -0.06, 0.03], [0.04, -0.08, 0.06], [-0.06, -0.11, 0.00], [-0.10, 0.03, -0.06], [-0.04, 0.11, -0.01], [-0.06, 0.04, -0.03], [-0.08, 0.04, -0.01], [0.04, -0.04, 0.01], [0.06, -0.01, 0.13], [-0.11, 0.02, 0.07], [-0.08, -0.02, -0.11], [-0.16, -0.07, -0.01], [-0.05, 0.23, 0.46], [0.13, 0.82, -0.66], [0.23, 0.03, -0.21], [0.11, -0.16, 0.03], [0.23, 0.51, 0.65], [0.29, 0.61, 0.11]],
  "lowdin_charge": [1.4904, -0.0166, -0.3109, 0.0207, -0.0034, -0.0925, -0.4406, -0.0839, 1.5814, -0.4231, -0.0970, -0.0009, 0.0186, -0.3152, -0.0340, -0.0677, -0.4339, -0.0984, -0.0023, 0.0227, -0.3126, -0.0265, -0.0758, 0.1068, 0.0495, 0.0960, 0.1343, 0.1294, 0.1030, 0.0978, 0.1305, 0.1308, 0.0989, 0.0837, 0.0772, 0.1001, 0.1292, 0.1359, 0.1076, 0.0876, 0.0506, -0.3527, 0.2506, -0.6759, -0.2965, 0.9274]
}


(4)
{
  "formula": "C4H12N2",
  "method": "wB97M-V/def2-TZVPD",
  "gap_ev": 10.03,
  "smiles": "C=CC.NCN",
  "total_energy_ha": -269.05865,
  "total_charge": 0,
  "de_lowest_ev": 1.570,
  "max_force_ev_per_a": 1.675,
  "elements": ["C", "C", "C", "H", "H", "H", "H", "H", "H", "N", "C", "N", "H", "H", "H", "H", "H", "H"],
  "xyz": [[2.362097, 0.171321, -0.655368], [2.305855, -1.177609, -0.559237], [1.828347, -1.992433, -1.753094], [2.819805, 0.761645, 0.169894], [1.872201, 0.683867, -1.527369], [2.561971, -1.670584, 0.398691], [1.024994, -2.723661, -1.489484], [1.476573, -1.310891, -2.538825], [2.657500, -2.626066, -2.140369], [-1.015174, 0.709161, 0.668274], [-2.450589, 1.024334, 0.597830], [-3.095843, 1.647745, 1.782430], [-0.548301, 1.255756, 1.388473], [-0.784122, -0.241936, 0.956104], [-2.522339, 1.650433, -0.311834], [-3.039164, 0.125923, 0.438528], [-2.698858, 1.134527, 2.602472], [-2.754953, 2.578468, 1.972883]],
  "forces_ev_per_angstrom": [[-0.24, -0.75, 0.38], [-0.34, 1.21, -0.43], [0.01, -0.78, 0.65], [-0.66, -0.30, -0.78], [0.95, -0.42, 0.93], [0.18, 0.18, -0.84], [0.43, 0.66, -0.14], [0.10, -0.34, 0.16], [-0.42, 0.51, 0.11], [0.37, -0.40, 0.79], [0.10, 0.47, -0.06], [1.24, -0.93, 0.65], [-0.15, 0.38, -0.32], [-0.52, 0.06, -0.28], [-0.60, 0.02, 0.72], [0.25, -0.25, -0.31], [-0.79, 0.24, -0.76], [0.08, 0.45, -0.47]],
  "lowdin_charge": [-0.0464, -0.2539, -0.1340, 0.0534, 0.0686, 0.0915, 0.0720, 0.0646, 0.0732, -0.0230, -0.3606, -0.0249, 0.0547, 0.0547, 0.1012, 0.0945, 0.0722, 0.0420]
}


(5)
{
  "formula": "C20H30N4O2S",
  "method": "wB97M-V/def2-TZVPD",
  "gap_ev": 8.83,
  "smiles": "O=C(NC1CCCCC1)N[C@@H]1C[C@H]2CC[C@@H](C1)N2C(=S)NCc1ccco1",
  "total_energy_ha": -1547.85016,
  "total_charge": 0,
  "de_lowest_ev": 0.399,
  "max_force_ev_per_a": 0.926,
  "elements": ["O", "C", "N", "C", "C", "C", "C", "C", "C", "N", "C", "C", "C", "C", "C", "C", "C", "N", "C", "S", "N", "C", "C", "C", "C", "C", "O", "H", "H", "H", "H", "H", "H", "H", "H", "H", "H", "H", "H", "H", "H", "H", "H", "H", "H", "H", "H", "H", "H", "H", "H", "H", "H", "H", "H", "H", "H"],
  "xyz": [[-1.535486, -1.848318, 1.235567], [-1.062913, -1.342140, 0.235076], [-1.789869, -0.766103, -0.761039], [-3.243741, -0.714187, -0.782632], [-3.849987, -2.120332, -0.764848], [-5.371958, -2.045563, -0.815200], [-5.903253, -1.231613, 0.360061], [-5.304708, 0.171131, 0.345177], [-3.782231, 0.102754, 0.394872], [0.291106, -1.253239, 0.031674], [1.213626, -1.991886, 0.869089], [1.890753, -1.070157, 1.909044], [3.189297, -0.453665, 1.356517], [4.424232, -1.357480, 1.565509], [4.668472, -2.003877, 0.194581], [3.339775, -1.757076, -0.520972], [2.243634, -2.717837, -0.001924], [3.061343, -0.400772, -0.088335], [2.467342, 0.538976, -0.837907], [2.007047, 0.216455, -2.410261], [2.298070, 1.768565, -0.303360], [1.498445, 2.802882, -0.915676], [0.309705, 3.132380, -0.073334], [-0.550089, 2.338102, 0.628492], [-1.462939, 3.214741, 1.266302], [-1.089597, 4.470504, 0.905854], [-0.013018, 4.432418, 0.100311], [-1.295295, -0.404662, -1.559185], [-3.521394, -0.215766, -1.718608], [-3.469313, -2.691632, -1.614858], [-3.531597, -2.617409, 0.151686], [-5.683911, -1.576955, -1.752472], [-5.789693, -3.053998, -0.790562], [-5.631008, -1.728536, 1.293106], [-6.992942, -1.173456, 0.312398], [-5.616430, 0.689302, -0.565702], [-5.674641, 0.743925, 1.198105], [-3.356836, 1.108018, 0.360142], [-3.459655, -0.377485, 1.318984], [0.622675, -0.966072, -0.879849], [0.598688, -2.719347, 1.413180], [2.103546, -1.632081, 2.817979], [1.177628, -0.285598, 2.166481], [3.361966, 0.532283, 1.793759], [4.224837, -2.106980, 2.328877], [5.285015, -0.772978, 1.886424], [4.918983, -3.059692, 0.259977], [5.470991, -1.491057, -0.335789], [3.422593, -1.792356, -1.607285], [2.704124, -3.513122, 0.583729], [1.722051, -3.182732, -0.839080], [2.498561, 1.898084, 0.676240], [2.096547, 3.709919, -1.056231], [1.197947, 2.428671, -1.902283], [-0.545115, 1.268487, 0.679905], [-2.277490, 2.939445, 1.903958], [-1.489122, 5.436112, 1.143037]],
  "forces_ev_per_angstrom": [[-0.34, -0.24, 0.48], [0.45, 0.25, -0.32], [-0.10, 0.13, -0.37], [0.02, -0.26, 0.48], [-0.15, 0.14, -0.26], [0.07, -0.13, 0.23], [-0.14, 0.15, -0.27], [0.07, -0.12, 0.24], [-0.15, 0.14, -0.27], [0.14, -0.04, -0.09], [-0.20, -0.16, 0.32], [-0.09, -0.05, -0.02], [-0.08, 0.21, 0.67], [0.12, 0.05, 0.01], [-0.01, 0.05, -0.08], [0.37, -0.52, -0.47], [-0.18, 0.10, 0.01], [-0.02, 0.41, -0.16], [0.29, 0.19, 0.00], [-0.24, -0.22, -0.87], [0.04, -0.29, 0.43], [-0.15, 0.46, -0.21], [-0.09, -0.81, 0.28], [0.46, 0.26, -0.35], [0.04, 0.58, -0.07], [-0.63, -0.36, 0.47], [0.34, 0.23, -0.31], [0.05, 0.00, 0.04], [0.04, -0.03, 0.06], [0.06, -0.02, 0.02], [0.03, -0.04, -0.02], [-0.08, -0.01, -0.07], [-0.04, 0.00, -0.09], [-0.03, -0.05, 0.09], [-0.02, -0.04, 0.08], [-0.07, 0.07, -0.03], [-0.04, 0.08, -0.05], [0.06, 0.01, 0.02], [0.04, 0.02, 0.04], [-0.07, -0.01, -0.09], [0.19, 0.12, -0.11], [0.05, 0.02, 0.09], [-0.03, -0.04, 0.04], [0.01, -0.06, -0.06], [-0.02, 0.03, 0.08], [0.01, -0.03, 0.05], [0.01, -0.06, -0.03], [0.00, -0.01, -0.02], [-0.03, 0.04, 0.21], [0.04, -0.08, 0.02], [0.02, -0.06, 0.03], [0.00, -0.05, -0.04], [-0.07, -0.09, -0.04], [0.12, 0.18, 0.23], [0.10, -0.26, -0.05], [-0.20, 0.02, 0.14], [0.02, 0.18, -0.02]],
  "lowdin_charge": [0.0534, -0.5672, 0.1076, -0.3047, -0.1551, -0.2035, -0.2090, -0.2007, -0.1539, 0.0874, -0.2769, -0.0586, -0.2449, -0.1043, -0.1179, -0.2936, -0.0573, -0.0671, -0.7774, 0.6940, 0.0299, -0.1383, -0.2559, -0.0188, -0.0640, -0.1216, 0.0466, 0.1321, 0.1538, 0.1170, 0.1116, 0.1117, 0.1076, 0.1161, 0.1060, 0.1127, 0.1075, 0.1005, 0.1148, 0.0355, 0.1444, 0.1163, 0.1158, 0.1372, 0.1107, 0.1114, 0.1126, 0.1160, 0.1027, 0.1195, 0.1236, 0.1334, 0.1339, 0.0602, 0.0886, 0.1004, 0.1179]
}


(6)
{
  "formula": "C6H10O",
  "method": "wB97M-V/def2-TZVPD",
  "gap_ev": 10.84,
  "total_energy_ha": -309.76185,
  "total_charge": 0,
  "de_lowest_ev": 2.191,
  "max_force_ev_per_a": 2.566,
  "elements": ["C", "C", "C", "C", "C", "C", "O", "H", "H", "H", "H", "H", "H", "H", "H", "H", "H"],
  "xyz": [[0.026659, -0.019126, 2.165301], [0.882411, -0.963487, 1.360941], [0.616420, 0.427578, 0.869695], [-0.274100, 0.643294, -0.292383], [0.233371, 0.334772, -1.680053], [-1.206905, -0.206619, -1.815315], [-1.337574, -0.333889, -0.394345], [-1.040963, -0.222343, 2.183604], [0.424319, 0.413162, 3.075091], [1.881396, -1.189539, 1.719656], [0.374006, -1.789782, 0.870097], [1.438746, 1.138370, 0.883883], [-0.709455, 1.651668, -0.322486], [0.558779, 1.113571, -2.365561], [0.979235, -0.482700, -1.670163], [-1.940748, 0.525756, -2.180968], [-0.905599, -1.040684, -2.406995]],
  "forces_ev_per_angstrom": [[-0.08, 0.02, 0.30], [0.11, -0.17, 0.05], [0.10, 0.15, 0.12], [0.36, 0.47, 0.44], [0.05, 0.44, 0.09], [1.49, 0.58, -0.80], [0.19, -0.04, -0.27], [0.19, 0.05, -0.05], [0.00, -0.12, -0.01], [-0.14, 0.05, -0.01], [0.07, 0.22, 0.04], [-0.02, -0.09, 0.18], [-0.05, 0.02, 0.41], [0.00, 0.24, 0.25], [-0.49, 0.30, -0.03], [0.21, -0.55, -0.37], [-2.00, -1.57, -0.35]],
  "lowdin_charge": [-0.1075, -0.1057, -0.2603, -0.3471, -0.0985, -0.1739, -0.0761, 0.1061, 0.0968, 0.0974, 0.1044, 0.1463, 0.1540, 0.1084, 0.1238, 0.1282, 0.1037]
}